Entry 1:
DFT (the ωB97M-V functional and the def2-TZVPD basis) results for a molecular structure, C33H38F6N5PbSSb2.

Calculated values
**Expectation value of S²**: 0.76
**Frontier orbital gap (alpha / beta)**: 0.2830 / 0.2172 Ha
**Charge**: +2
**Strongest force on any atom**: 0.9 eV/Å
**Spin multiplicity**: 2
**Lowest unoccupied orbital energy (alpha / beta)**: -0.20879 / -0.29096 Ha
**Highest occupied orbital energy (alpha / beta)**: -0.492 / -0.508 Ha

Cartesian coordinates (Å):
Pb -0.655 -1.220 -1.013
C -2.584 0.088 -5.063
C -2.240 -0.441 -3.712
N -1.206 -1.106 -3.387
C -0.202 -1.632 -4.305
C 1.221 -1.500 -3.754
N 1.378 -1.917 -2.347
C 1.723 -3.313 -2.053
C 0.503 -4.230 -1.938
N -0.547 -3.690 -1.054
C -0.464 -4.009 0.393
C -1.784 -3.610 1.093
N -2.317 -2.436 0.427
C -3.462 -1.917 0.597
C -4.440 -2.328 1.650
C -3.828 -0.889 -0.454
C -4.942 -0.069 -0.450
C -5.189 0.705 -1.582
C -4.360 0.620 -2.691
C -3.242 -0.197 -2.602
N -3.005 -0.887 -1.502
H -1.891 -0.228 -5.834
H -2.569 1.179 -5.013
H -3.590 -0.223 -5.349
H -0.217 -1.150 -5.281
H -0.451 -2.685 -4.460
H 1.513 -0.455 -3.799
H 1.889 -2.067 -4.408
H 2.066 -1.302 -1.923
H 2.274 -3.319 -1.110
H 2.385 -3.729 -2.819
H 0.836 -5.212 -1.594
H 0.052 -4.364 -2.921
H -1.450 -4.016 -1.385
H 0.375 -3.453 0.819
H -0.274 -5.073 0.550
H -1.606 -3.439 2.157
H -2.504 -4.430 1.010
H -4.083 -2.005 2.630
H -4.519 -3.416 1.679
H -5.432 -1.917 1.489
H -5.607 -0.023 0.400
H -6.047 1.363 -1.604
H -4.577 1.185 -3.586
S 0.368 -0.709 1.610
Sb 1.488 1.349 1.850
C 2.225 0.797 3.737
C 1.781 1.441 4.889
C 2.245 1.021 6.128
C 3.134 -0.040 6.217
C 3.579 -0.680 5.067
C 3.123 -0.269 3.826
C 3.154 1.262 0.595
C 3.503 0.014 0.088
C 4.597 -0.091 -0.762
C 5.318 1.043 -1.109
C 4.964 2.282 -0.593
C 3.878 2.400 0.261
C 0.389 3.054 2.270
C -0.824 2.861 2.923
C -1.578 3.972 3.268
C -1.121 5.245 2.954
C 0.087 5.419 2.294
C 0.858 4.320 1.945
H 1.096 2.277 4.831
H 1.915 1.528 7.025
H 3.485 -0.368 7.186
H 4.279 -1.502 5.141
H 3.483 -0.767 2.933
H 2.941 -0.870 0.366
H 4.892 -1.058 -1.148
H 6.162 0.962 -1.779
H 5.531 3.164 -0.861
H 3.612 3.373 0.649
H -1.182 1.865 3.158
H -2.520 3.844 3.783
H -1.714 6.109 3.223
H 0.429 6.413 2.039
H 1.791 4.466 1.421
F 0.564 1.083 -2.037
Sb -0.331 2.748 -1.637
F 1.188 3.192 -0.606
F -1.265 4.247 -1.050
F -1.038 1.741 -0.169
F -1.794 2.094 -2.649
F 0.379 3.526 -3.174

Charge distribution, Mulliken scheme, values in e: atom 1 (Pb): 2.00, atom 2 (C): -1.81, atom 3 (C): 0.80, atom 4 (N): 0.11, atom 5 (C): -0.46, atom 6 (C): -1.20, atom 7 (N): -0.14, atom 8 (C): -0.70, atom 9 (C): -0.94, atom 10 (N): -0.17, atom 11 (C): -0.68, atom 12 (C): -0.98, atom 13 (N): 0.50, atom 14 (C): 0.39, atom 15 (C): -1.70, atom 16 (C): 0.47, atom 17 (C): -0.89, atom 18 (C): -0.93, atom 19 (C): -0.50, atom 20 (C): 0.46, atom 21 (N): -0.13, atom 22 (H): 0.43, atom 23 (H): 0.37, atom 24 (H): 0.41, atom 25 (H): 0.48, atom 26 (H): 0.22, atom 27 (H): 0.42, atom 28 (H): 0.47, atom 29 (H): 0.00, atom 30 (H): 0.40, atom 31 (H): 0.41, atom 32 (H): 0.45, atom 33 (H): 0.34, atom 34 (H): 0.23, atom 35 (H): 0.25, atom 36 (H): 0.57, atom 37 (H): 0.35, atom 38 (H): 0.57, atom 39 (H): 0.34, atom 40 (H): 0.38, atom 41 (H): 0.46, atom 42 (H): 0.45, atom 43 (H): 0.48, atom 44 (H): 0.50, atom 45 (S): -0.50, atom 46 (Sb): 1.30, atom 47 (C): 0.69, atom 48 (C): -0.42, atom 49 (C): -0.74, atom 50 (C): -0.51, atom 51 (C): -0.74, atom 52 (C): -0.34, atom 53 (C): 1.22, atom 54 (C): -0.76, atom 55 (C): -0.76, atom 56 (C): -0.71, atom 57 (C): -0.76, atom 58 (C): -0.65, atom 59 (C): 0.92, atom 60 (C): -0.51, atom 61 (C): -0.69, atom 62 (C): -0.60, atom 63 (C): -0.66, atom 64 (C): -0.55, atom 65 (H): 0.41, atom 66 (H): 0.42, atom 67 (H): 0.41, atom 68 (H): 0.43, atom 69 (H): 0.26, atom 70 (H): 0.63, atom 71 (H): 0.45, atom 72 (H): 0.43, atom 73 (H): 0.46, atom 74 (H): 0.41, atom 75 (H): 0.47, atom 76 (H): 0.45, atom 77 (H): 0.41, atom 78 (H): 0.46, atom 79 (H): 0.24, atom 80 (F): -0.68, atom 81 (Sb): 2.34, atom 82 (F): -0.44, atom 83 (F): -0.54, atom 84 (F): -0.68, atom 85 (F): -0.51, atom 86 (F): -0.51

Entry 2:
DFT (the ωB97M-V functional and the def2-TZVPD basis) results for a molecular structure, C33H38HfN2P2SSbSe4Te.

Calculated values
**Frontier orbital gap**: 0.2582 Ha
**Charge**: +1
**Strongest force on any atom**: 0.5 eV/Å
**Spin multiplicity**: 1
**Lowest unoccupied orbital energy**: -0.09501 Ha
**Highest occupied orbital energy**: -0.353 Ha

Cartesian coordinates (Å):
Hf 0.474 0.654 -1.785
C -1.088 -1.177 2.490
C -1.877 0.095 2.198
P -2.366 0.275 0.433
C -3.305 1.841 0.500
C -3.001 2.870 1.391
C -3.670 4.088 1.329
C -4.663 4.287 0.385
C -4.996 3.260 -0.489
C -4.323 2.052 -0.434
C -3.674 -0.971 0.260
C -3.498 -1.989 -0.671
C -4.452 -2.990 -0.808
C -5.590 -2.969 -0.018
C -5.782 -1.944 0.904
C -4.829 -0.950 1.043
C 0.396 -1.035 2.178
P 0.921 -1.120 0.418
C 0.473 -2.839 0.012
C -0.275 -3.104 -1.130
C -0.661 -4.398 -1.448
C -0.298 -5.450 -0.624
C 0.433 -5.201 0.531
C 0.805 -3.907 0.852
C 2.713 -0.961 0.631
C 3.282 0.193 0.112
C 4.640 0.447 0.224
C 5.443 -0.465 0.888
C 4.885 -1.614 1.436
C 3.530 -1.865 1.307
H -1.508 -2.039 1.962
H -1.184 -1.403 3.554
H -1.257 0.953 2.475
H -2.780 0.151 2.811
H -2.254 2.733 2.165
H -3.424 4.873 2.033
H -5.188 5.231 0.337
H -5.783 3.403 -1.218
H -4.599 1.258 -1.118
H -2.618 -1.994 -1.303
H -4.305 -3.778 -1.534
H -6.337 -3.744 -0.124
H -6.677 -1.922 1.512
H -4.992 -0.146 1.753
H 0.950 -1.857 2.637
H 0.807 -0.118 2.609
H -0.561 -2.304 -1.798
H -1.237 -4.578 -2.347
H -0.588 -6.462 -0.874
H 0.710 -6.017 1.185
H 1.354 -3.747 1.770
H 2.661 0.941 -0.381
H 5.067 1.337 -0.221
H 6.508 -0.291 0.972
H 5.515 -2.328 1.950
H 3.127 -2.782 1.715
Se -0.833 5.350 -1.984
Sb -0.065 3.703 -3.643
Se -1.126 -0.023 -3.799
Se 2.058 2.680 -2.490
Se -1.767 1.934 -2.659
Te 1.969 -1.091 -3.421
C 3.941 -1.447 -2.799
C 5.054 -0.739 -3.160
C 6.264 -1.367 -2.755
C 6.047 -2.543 -2.102
S 4.377 -2.885 -1.975
H 5.006 0.188 -3.716
H 7.250 -0.970 -2.955
H 6.782 -3.222 -1.698
N 1.670 5.072 -0.056
C 1.186 4.348 1.162
C 1.198 2.846 0.935
N 0.165 2.361 0.005
H 2.069 5.980 0.167
H 0.837 5.232 -0.738
H 2.342 4.513 -0.593
H 0.179 4.715 1.362
H 1.833 4.609 1.998
H 1.073 2.350 1.899
H 2.181 2.555 0.565
H -0.029 3.093 -0.689
H -0.714 2.280 0.502

Charge distribution, Mulliken scheme, values in e: atom 1 (Hf): -0.29, atom 2 (C): -1.25, atom 3 (C): -0.96, atom 4 (P): 2.23, atom 5 (C): 0.58, atom 6 (C): -0.46, atom 7 (C): -0.75, atom 8 (C): -0.68, atom 9 (C): -0.59, atom 10 (C): -0.93, atom 11 (C): 0.06, atom 12 (C): -0.04, atom 13 (C): -0.80, atom 14 (C): -0.52, atom 15 (C): -0.78, atom 16 (C): -0.48, atom 17 (C): -1.61, atom 18 (P): 1.83, atom 19 (C): 1.11, atom 20 (C): -0.08, atom 21 (C): -0.62, atom 22 (C): -0.66, atom 23 (C): -0.85, atom 24 (C): -0.69, atom 25 (C): 1.20, atom 26 (C): 0.98, atom 27 (C): -0.98, atom 28 (C): -0.66, atom 29 (C): -0.86, atom 30 (C): -0.35, atom 31 (H): 0.25, atom 32 (H): 0.49, atom 33 (H): 0.40, atom 34 (H): 0.72, atom 35 (H): 0.35, atom 36 (H): 0.46, atom 37 (H): 0.42, atom 38 (H): 0.44, atom 39 (H): 0.50, atom 40 (H): 0.15, atom 41 (H): 0.46, atom 42 (H): 0.40, atom 43 (H): 0.43, atom 44 (H): 0.32, atom 45 (H): 0.83, atom 46 (H): 0.68, atom 47 (H): -0.02, atom 48 (H): 0.53, atom 49 (H): 0.42, atom 50 (H): 0.45, atom 51 (H): 0.19, atom 52 (H): -1.19, atom 53 (H): 0.49, atom 54 (H): 0.41, atom 55 (H): 0.47, atom 56 (H): 0.11, atom 57 (Se): -0.63, atom 58 (Sb): 0.15, atom 59 (Se): -0.34, atom 60 (Se): -0.43, atom 61 (Se): -0.03, atom 62 (Te): 0.15, atom 63 (C): 0.13, atom 64 (C): -0.47, atom 65 (C): -0.52, atom 66 (C): -0.59, atom 67 (S): -0.05, atom 68 (H): 0.45, atom 69 (H): 0.42, atom 70 (H): 0.44, atom 71 (N): 0.12, atom 72 (C): -1.12, atom 73 (C): -0.18, atom 74 (N): 1.39, atom 75 (H): 0.42, atom 76 (H): -0.19, atom 77 (H): 0.20, atom 78 (H): 0.33, atom 79 (H): 0.51, atom 80 (H): 0.18, atom 81 (H): 0.48, atom 82 (H): -0.07, atom 83 (H): -1.02